The following is a DFT calculation (ωB97M-V/def2-TZVPD) of a molecular structure, C11H12CoN2O7Se2.

Structure (XYZ):
```
35
Properties=species:S:1:pos:R:3
Co -0.13214 -0.30145 -0.01504
O 1.20176 3.03868 1.63112
C 0.72466 2.34293 0.77211
O 0.06341 1.25733 0.97450
C 0.85772 2.77535 -0.69259
C 1.25583 4.07426 -0.92443
C 1.33883 4.55722 -2.22484
C 1.00201 3.75502 -3.30376
C 0.62230 2.44628 -3.08309
C 0.57617 1.87594 -1.76944
O 0.31648 0.63746 -1.60645
N 0.21228 1.63291 -4.21686
O 0.25052 2.16304 -5.29604
O -0.14629 0.50046 -3.99263
N 1.75711 5.93855 -2.45785
O 2.05126 6.58523 -1.48781
O 1.77371 6.30313 -3.60514
H 1.49410 4.72064 -0.08870
H 1.02608 4.15655 -4.31067
C -3.59021 -0.80704 0.94169
Se -2.18591 -1.64589 -0.10785
C -1.60623 -2.98530 1.25130
C -0.22595 -3.54633 0.98479
Se 1.22108 -2.17810 0.90994
C 2.21578 -2.99444 -0.54814
H -3.18337 -0.42169 1.87282
H -4.37964 -1.53108 1.13294
H -3.99774 0.01053 0.35057
H -2.33044 -3.80320 1.21879
H -1.65836 -2.49501 2.22612
H -0.19468 -4.07722 0.03175
H 0.05684 -4.22802 1.79162
H 1.61033 -3.02315 -1.45000
H 2.50214 -3.99923 -0.24361
H 3.11001 -2.39785 -0.71452
```

Calculated values
- Multiplicity: 5
- Charge: +1
- Orbital gap (spin up / spin down): 8.91 / 6.01 eV
- Lowest unoccupied orbital energy (spin up / spin down): -3.94 / -7.37 eV
- Strongest force on any atom: 0.033 Eh/bohr
- M: 501.08 g mol⁻¹
- E_tot: -7247.728127 Ha
- HOMO energy (spin up / spin down): -12.85 / -13.38 eV



The following is a DFT calculation (ωB97M-V/def2-TZVPD) of C11H12INOS in the gas phase.

Structure (XYZ):
```
27
Properties=species:S:1:pos:R:3
C 2.30712 0.58060 -1.26905
C 1.91700 -0.27907 -0.26586
C 1.31101 1.46916 -1.79326
C -0.55106 -0.30836 -0.36117
C 0.57551 -0.53037 0.31779
C -0.00874 1.20655 -1.98682
C -1.70910 -0.19949 4.63500
C 0.56294 -0.89442 1.74039
C -0.72160 -0.68058 3.85329
C -0.36496 -0.41756 2.54859
C -0.61919 -0.21539 -1.89545
N -0.03130 -1.26862 -2.69580
O -2.34799 1.95110 -2.71165
S -0.99664 2.39148 -2.93497
I -0.46298 1.44499 -5.05935
H 3.40134 0.80248 -1.41819
H 2.70997 -0.67155 0.24331
H 1.74913 2.34023 -2.22743
H -1.49418 -0.45437 0.24090
H -1.76877 -0.48015 5.61989
H -2.49432 0.46060 4.32496
H 1.23751 -1.65934 2.06746
H -0.27494 -1.50028 4.34507
H -0.85808 0.41529 2.00320
H -1.71453 -0.06418 -1.97150
H -0.24110 -2.21667 -2.32724
H 0.88796 -1.22208 -3.02212
```

Calculated values
- Multiplicity: 1
- Charge: 0
- Orbital gap: 7.77 eV
- Lowest unoccupied orbital energy: -0.68 eV
- Strongest force on any atom: 0.080 Eh/bohr
- M: 333.19 g mol⁻¹
- E_tot: -1252.070594 Ha
- HOMO energy: -8.44 eV



The following is a DFT calculation (ωB97M-V/def2-TZVPD) of a molecular structure, C11H12N2O4Pm.

Structure (XYZ):
```
30
Properties=species:S:1:pos:R:3
Pm 1.00404 0.67713 -0.26796
C -1.34043 -0.10810 0.15863
O -2.26723 -0.77143 0.45809
C 0.55012 -1.49609 0.94984
O 0.06645 -2.39078 1.51348
C 0.28882 0.83839 2.09770
O -0.07610 0.98090 3.19734
C -0.04875 -1.00371 -1.75437
O -0.54133 -1.79675 -2.44945
C 4.65444 1.10226 -0.88065
H 4.53312 1.09718 -1.96984
H 4.58175 2.07703 -0.38485
C 4.92411 -0.01821 -0.19906
H 5.08018 -0.01284 0.88580
H 5.03338 -0.98653 -0.70090
C -3.07119 2.84837 -4.03769
C -2.38957 2.81197 -2.74253
C -2.45059 3.66749 -1.63322
C -1.56407 3.15942 -0.69054
N -0.94131 2.05522 -1.21310
N -1.51848 1.85456 -2.43399
C -1.34103 3.58379 0.70860
H -4.16027 2.89944 -3.86731
H -2.77287 3.74266 -4.61511
H -2.83709 1.94988 -4.63544
H -3.06728 4.54024 -1.55794
H -1.30829 1.02853 -3.00559
H -0.26050 3.67539 0.89402
H -1.81241 4.56526 0.85027
H -1.79534 2.87074 1.41444
```

Calculated values
- Multiplicity: 5
- Charge: +3
- Orbital gap (spin up / spin down): 4.93 / 5.75 eV
- Lowest unoccupied orbital energy (spin up / spin down): -14.49 / -13.70 eV
- Strongest force on any atom: 0.156 Eh/bohr
- M: 381.23 g mol⁻¹
- E_tot: -1443.961556 Ha
- HOMO energy (spin up / spin down): -19.42 / -19.45 eV



The following is a DFT calculation (ωB97M-V/def2-TZVPD) of C11H12N2OS in the gas phase.

Structure (XYZ):
```
27
Properties=species:S:1:pos:R:3
C -1.94375 -1.89296 2.30188
O -1.72890 -0.55244 1.72321
C -1.87840 -0.45466 0.37458
C -2.87238 -1.18196 -0.23051
C -3.17091 -0.83042 -1.50305
N -2.77805 0.34152 -1.98993
C -1.90460 1.12017 -1.32904
C -1.29801 0.74279 -0.11329
N -0.41314 1.54345 0.52657
C 0.58306 0.72356 1.30138
C 1.84528 0.39052 0.60715
C 3.00362 -0.09240 1.15499
C 3.87990 -0.14434 0.09698
S 3.25220 0.10591 -1.49908
C 1.86092 0.61184 -0.72233
H -1.70633 -2.61627 1.39417
H -0.93315 -1.97286 3.05609
H -2.99860 -2.01380 2.89633
H -3.37585 -2.09254 0.20756
H -3.81141 -1.40657 -2.15350
H -1.37552 1.99303 -1.88723
H -0.41182 2.50340 0.28825
H 0.11150 -0.11034 1.89907
H 0.76923 1.38388 2.13720
H 3.42504 -0.19180 2.23838
H 4.88334 -0.37430 0.13955
H 0.92951 0.47546 -1.40519
```

Calculated values
- Multiplicity: 1
- Charge: 0
- Orbital gap: 8.51 eV
- Lowest unoccupied orbital energy: 0.68 eV
- Strongest force on any atom: 0.093 Eh/bohr
- M: 220.30 g mol⁻¹
- E_tot: -1009.141924 Ha
- HOMO energy: -7.83 eV



The following is a DFT calculation (ωB97M-V/def2-TZVPD) of 2 unconnected molecules or ions with the total composition C11H12N3.

Structure (XYZ):
```
26
Properties=species:S:1:pos:R:3
C -2.31352 1.78812 -0.40910
C -1.69706 1.46832 0.84274
C -2.54682 0.80575 -1.41599
C 2.70593 1.27344 -0.66547
C 2.60844 1.12544 0.70340
C 2.19184 0.26061 -1.43512
C -1.18108 0.21127 0.99119
C -2.23548 -0.52011 -1.09812
C 1.98153 -0.00579 1.23879
C 1.67487 -0.91947 -0.79497
C -1.52742 -0.85594 0.12253
N 1.54763 -0.97953 0.52346
N -0.52490 -2.66718 1.02735
N -1.31404 -2.18460 0.18966
H -2.76707 2.70412 -0.55933
H -1.41812 2.31632 1.52275
H -3.12809 1.02945 -2.17829
H 2.67447 2.25432 -1.13548
H 3.09929 1.88326 1.32840
H 2.47400 0.14401 -2.43914
H -0.67096 -0.05364 1.81856
H -2.43662 -1.28264 -1.72979
H 1.87753 -0.23917 2.33268
H 1.33228 -1.75266 -1.31504
H -0.56553 -3.64093 1.02246
H 0.15889 -2.16274 1.51185
```

Calculated values
- Multiplicity: 1
- Charge: +1
- Orbital gap (spin up / spin down): 7.35 / 7.35 eV
- Lowest unoccupied orbital energy (spin up / spin down): -5.58 / -5.58 eV
- Strongest force on any atom: 0.122 Eh/bohr
- M: 186.24 g mol⁻¹
- E_tot: -590.273703 Ha
- HOMO energy (spin up / spin down): -12.93 / -12.93 eV



The following is a DFT calculation (ωB97M-V/def2-TZVPD) of a gas-phase ion, C11H12NOS (charge +1).

Structure (XYZ):
```
26
Properties=species:S:1:pos:R:3
C -3.38294 -0.95266 0.74690
C -3.21919 -0.30723 -0.43932
C -2.24268 -1.47463 1.42194
C -1.96425 -0.18097 -1.02523
C -1.00940 -1.26634 0.85041
C 3.31190 0.73506 0.69241
C 3.84234 -0.48008 0.88159
C -0.86798 -0.70040 -0.41515
C 1.66770 -0.47609 -0.17482
C 1.35270 2.01141 -0.16254
C 0.50580 -0.92386 -1.17563
N 2.06465 0.79451 0.11731
O 0.82639 -2.35819 -1.44252
S 2.77832 -1.69950 0.16717
H -4.27518 -1.03374 1.21177
H -4.07004 0.21735 -0.79510
H -2.39826 -1.88307 2.35004
H -1.89708 0.09987 -2.05425
H -0.11280 -1.45739 1.46916
H 3.69449 1.68382 1.06888
H 4.83159 -0.76776 1.38687
H 1.99090 2.90336 -0.21652
H 0.81158 1.81190 -1.16764
H 0.64797 2.24621 0.64672
H 0.51571 -0.36330 -2.07301
H -0.03379 -2.83109 -1.60904
```

Calculated values
- Multiplicity: 1
- Charge: +1
- Orbital gap: 8.75 eV
- Lowest unoccupied orbital energy: -3.99 eV
- Strongest force on any atom: 0.076 Eh/bohr
- M: 206.29 g mol⁻¹
- E_tot: -954.260342 Ha
- HOMO energy: -12.73 eV